Computed, not measured: a molecular structure, C36H61Br18N3O4, with ωB97M-V with the def2-TZVPD basis set.

Calculated values
Largest force on an atom, hartree/bohr: 0.069
Gap between HOMO and LUMO, eV: 8.55
HOMO level, eV: -8.45

ORCA input file:
```
! wB97M-V def2-TZVPD RIJCOSX def2/J DEFGRID3
* xyz 0 1
C 4.3344 -2.0209 0.6188
C 4.7017 -0.5596 0.3602
O 4.2817 -0.1030 -0.9112
C 2.9088 0.2731 -0.9447
C 2.7892 1.6988 -0.4368
O 1.5364 2.3550 -0.6980
C 0.4282 1.5503 -0.7834
C -0.3092 1.5988 -1.9834
C -1.4581 0.8564 -2.1189
C -2.2760 0.9375 -3.3594
O -2.2615 -0.3040 -4.0279
O -3.2065 -0.1350 -5.0910
C -1.8847 0.0177 -1.0594
N -3.0296 -0.7114 -1.2030
C -3.3681 -1.4813 -0.2083
C -4.6153 -2.2991 -0.4200
C -4.4045 -3.1470 -1.6407
C -3.3156 -4.1799 -1.5200
N -5.1244 -2.9877 -2.6700
C -2.6004 -1.5342 0.9970
C -3.0331 -2.4405 2.1208
C -2.4286 -2.0811 3.4814
N -1.5058 -0.8456 1.1665
C -1.1472 -0.0410 0.1214
C 0.0034 0.7580 0.2436
H 3.4585 -2.0585 1.2634
H 5.1229 -2.5468 1.1388
H 4.0482 -2.5024 -0.3073
H 5.7822 -0.4692 0.3736
H 4.3425 0.0746 1.1658
H 2.5830 0.1791 -1.9719
H 2.3691 -0.4035 -0.2878
H 3.0214 1.7765 0.6210
H 3.5413 2.2821 -0.9557
H 0.0443 2.2420 -2.7695
H -3.3062 1.2041 -3.1295
H -1.8934 1.7261 -4.0071
H -3.5098 -1.0344 -5.2530
H -4.7982 -2.9806 0.3987
H -5.4430 -1.6254 -0.5750
H -3.6666 -5.1507 -1.8428
H -2.4738 -3.8810 -2.1376
H -2.9575 -4.2481 -0.4982
H -4.8418 -3.6676 -3.3785
H -4.1116 -2.4159 2.2025
H -2.7541 -3.4472 1.8061
H -2.0165 -1.0843 3.5087
H -3.2177 -2.1272 4.2245
H -1.7022 -2.8281 3.7767
H 0.5674 0.7307 1.1624
Br -4.6556 4.1098 -5.4518
C -4.1157 2.6159 -6.5795
C -4.0758 3.0092 -8.0309
Br -5.8649 3.1180 -8.7935
H -4.8046 1.8041 -6.3780
H -3.1245 2.3364 -6.2341
H -3.5586 2.2499 -8.6127
H -3.6052 3.9722 -8.1959
Br -1.3420 0.0188 -7.8631
C -1.2233 -0.0237 -9.8049
C 0.1154 0.4582 -10.2941
Br 0.2634 2.3944 -10.1783
H -2.0452 0.5749 -10.1835
H -1.3781 -1.0641 -10.0812
H 0.2452 0.2192 -11.3471
H 0.9401 0.0453 -9.7236
Br -7.6590 -0.9943 0.9383
C -7.4302 0.5639 2.0803
C -6.6716 1.6539 1.3720
Br -4.7762 1.2379 1.2670
H -6.9286 0.2239 2.9802
H -8.4351 0.8974 2.3292
H -6.7418 2.5865 1.9282
H -7.0131 1.8151 0.3551
Br 1.4537 -1.7180 4.2060
C 0.9570 0.1506 4.3541
C 0.6516 0.5239 5.7798
Br -1.0902 -0.1325 6.3381
H 0.1140 0.3053 3.6869
H 1.8175 0.7111 3.9901
H 0.5982 1.6059 5.8876
H 1.3783 0.1240 6.4788
Br 4.3507 3.8313 0.4313
C 3.6839 5.6386 0.6961
C 2.6732 6.0144 -0.3542
Br 3.5199 6.4163 -2.0579
H 4.5478 6.2943 0.7004
H 3.2246 5.6372 1.6819
H 2.1498 6.9238 -0.0684
H 1.9534 5.2244 -0.5405
Br 0.2248 -4.8321 5.7086
C 0.6169 -6.2988 4.4976
C 0.5309 -5.8547 3.0637
Br -1.3102 -5.6321 2.4799
H -0.0731 -7.1004 4.7383
H 1.6325 -6.6114 4.7296
H 0.9603 -6.6054 2.4043
H 1.0213 -4.9012 2.8939
Br -4.8847 1.4523 5.3191
C -4.4144 3.2432 4.7228
C -2.9320 3.4136 4.5319
Br -1.9812 3.6057 6.2161
H -4.8324 3.9335 5.4476
H -4.9201 3.3667 3.7671
H -2.7302 4.3298 3.9820
H -2.4804 2.5736 4.0133
Br 4.6729 -0.5214 3.1897
C 5.7488 -1.8316 4.1400
C 6.5694 -2.6596 3.1903
Br 5.4849 -3.9961 2.2796
H 5.0640 -2.4266 4.7369
H 6.3945 -1.2542 4.7981
H 7.3293 -3.2234 3.7273
H 7.0392 -2.0567 2.4180
Br 8.8524 -1.3240 0.7648
C 9.9206 0.2905 0.9716
C 9.3697 1.1868 2.0478
Br 7.7680 2.1215 1.4717
H 9.9474 0.7683 -0.0015
H 10.9181 -0.0517 1.2373
H 10.0892 1.9632 2.2972
H 9.1016 0.6397 2.9455
*
```


Computed, not measured: a molecular structure, C47H47N4O4P2STl, with ωB97M-V with the def2-TZVPD basis set.

Calculated values
Largest force on an atom, hartree/bohr: 0.020
Gap between HOMO and LUMO (alpha / beta), eV: 3.07 / 3.45
HOMO level (alpha / beta), eV: 0.51 / 0.13

ORCA input file:
```
! wB97M-V def2-TZVPD RIJCOSX def2/J DEFGRID3
* xyz -2 1
Tl 2.4864 0.8912 0.2824
C -0.9269 1.7678 -2.7186
N -1.8553 0.7209 -2.3457
C -1.5954 -0.2233 -1.2616
P 0.1472 -0.9378 -0.8512
C 0.8590 -1.3028 -2.4867
C 0.0793 -1.5525 -3.6222
C 0.6899 -1.8211 -4.8344
C 2.0762 -1.8632 -4.9336
C 2.8570 -1.6115 -3.8119
C 2.2525 -1.3282 -2.5975
C -0.5842 -2.5695 -0.4193
C -0.2561 -3.7651 -1.0605
C -0.8179 -4.9632 -0.6504
C -1.6804 -5.0053 0.4380
C -1.9401 -3.8341 1.1390
C -1.3891 -2.6346 0.7260
C -3.1239 0.7063 -2.8843
C -4.1792 0.0356 -2.2372
C -5.4306 -0.0665 -2.8178
C -5.6982 0.5053 -4.0531
C -4.6820 1.2100 -4.6826
C -3.4236 1.3121 -4.1187
P -0.6993 3.2140 -1.4816
C -2.0323 2.9420 -0.2702
C -1.6247 2.7989 1.0573
C -2.5437 2.5551 2.0644
C -3.8869 2.4081 1.7400
C -4.2998 2.5261 0.4181
C -3.3864 2.8113 -0.5846
C -1.3381 4.5792 -2.5188
C -2.2035 5.5510 -2.0014
C -2.4240 6.7414 -2.6729
C -1.7601 7.0116 -3.8629
C -0.8632 6.0777 -4.3662
C -0.6447 4.8864 -3.6998
H -1.2489 2.2197 -3.6506
H 0.0674 1.3460 -2.8707
H -2.1845 -1.1157 -1.4772
H -1.9410 0.1814 -0.3007
H -1.0019 -1.5301 -3.5501
H 0.0803 -2.0007 -5.7131
H 2.5446 -2.0961 -5.8822
H 3.9377 -1.6337 -3.8755
H 2.8658 -1.1348 -1.7140
H 0.4168 -3.7491 -1.9081
H -0.5896 -5.8751 -1.1895
H -2.1323 -5.9414 0.7412
H -2.5847 -3.8580 2.0094
H -1.6036 -1.7205 1.2698
H -4.0279 -0.3841 -1.2530
H -6.2166 -0.5945 -2.2910
H -6.6742 0.4111 -4.5111
H -4.8680 1.6857 -5.6381
H -2.6695 1.8587 -4.6663
H -0.5678 2.8709 1.2858
H -2.2130 2.4781 3.0929
H -4.6149 2.2019 2.5150
H -5.3457 2.3908 0.1659
H -3.7298 2.9386 -1.6040
H -2.7097 5.3569 -1.0645
H -3.1146 7.4703 -2.2653
H -1.9287 7.9465 -4.3821
H -0.3280 6.2943 -5.2833
H 0.0765 4.1757 -4.0900
C -2.2307 -3.8602 4.6651
C -0.8143 -4.0661 5.1761
S -0.2196 -2.4845 5.8744
O -0.5207 -2.5303 7.2853
O -0.7594 -1.4166 5.0830
C 1.5657 -2.6217 5.6427
C 2.3235 -1.3200 5.9046
N 2.1173 -0.3407 4.8628
C 2.3383 -0.5582 3.5241
N 1.9006 0.4619 2.8112
C 1.3752 1.3710 3.6915
C 1.5036 0.9083 4.9862
N 1.2439 1.5674 6.1575
O 0.6855 2.7168 6.0761
O 1.5799 1.0414 7.2936
C 3.0970 -1.7188 2.9924
H -2.6085 -4.7582 4.1757
H -2.2385 -3.0348 3.9551
H -2.8940 -3.5983 5.4897
H -0.1387 -4.3587 4.3723
H -0.7673 -4.7854 5.9916
H 1.6968 -2.9487 4.6116
H 1.8797 -3.4024 6.3355
H 3.3900 -1.5559 5.9746
H 2.0043 -0.8522 6.8384
H 0.9538 2.3100 3.3828
H 3.7397 -2.1522 3.7616
H 3.7173 -1.3855 2.1433
H 2.4422 -2.4998 2.5902
C 4.3132 -0.6012 0.0612
C 5.4661 -0.3871 -0.6583
C 5.4583 0.3515 -1.9133
C 6.5934 0.5396 -2.6624
C 7.8374 0.0311 -2.2651
C 7.8878 -0.6814 -1.0603
C 6.7707 -0.8916 -0.2872
H 4.5131 0.7753 -2.2417
H 6.5219 1.1031 -3.5909
H 8.7230 0.1893 -2.8699
H 8.8434 -1.0781 -0.7231
H 6.8569 -1.4438 0.6432
*
```